Here is a molecular structure, C21H16N5PPdS from OMol25. Energies are from the ωB97M-V functional and the def2-TZVPD basis.

CARTESIAN COORDINATES (ANGSTROEM)
Pd (2.32964, -1.31936, -1.34717)
N (3.73722, -1.21209, 0.73355)
C (3.01374, -0.08743, 1.25675)
C (3.35911, 0.75707, 2.22010)
C (2.63643, 1.99399, 2.56547)
C (1.37273, 2.36494, 2.29747)
C (0.34114, 1.57577, 1.61869)
C (0.55985, 0.53193, 0.81274)
P (-0.69660, -0.63430, 0.22378)
C (-2.33568, -0.04473, 0.47862)
C (-2.75504, 0.15793, 1.80231)
C (-4.04142, 0.59846, 2.04827)
C (-4.90711, 0.83480, 0.98513)
C (-4.49749, 0.62374, -0.32345)
C (-3.21205, 0.17829, -0.58597)
C (-0.29347, -1.02717, -1.48438)
C (0.27582, -2.29176, -1.79084)
C (0.82714, -2.51510, -3.05842)
C (0.75110, -1.50556, -4.03344)
C (0.11692, -0.30931, -3.75361)
C (-0.39006, -0.05801, -2.47670)
H (4.74370, -1.10625, 0.81461)
H (3.47202, -2.08023, 1.19328)
H (4.25597, 0.54357, 2.78818)
H (3.20104, 2.66928, 3.19728)
H (1.02867, 3.29465, 2.73034)
H (-0.68797, 1.86037, 1.81186)
H (-2.08922, -0.03765, 2.63590)
H (-4.37362, 0.75388, 3.06545)
H (-5.91462, 1.17615, 1.18214)
H (-5.18135, 0.79972, -1.14214)
H (-2.91176, -0.01107, -1.60717)
H (0.18833, -3.10342, -1.07876)
H (1.19929, -3.49903, -3.31254)
H (1.15797, -1.68699, -5.01925)
H (0.02640, 0.44758, -4.52065)
H (-0.83429, 0.90865, -2.26574)
N (1.89653, 0.18103, 0.39410)
C (2.26643, 0.52231, -0.89019)
N (2.11586, 1.46218, -1.66985)
C (1.74844, 2.71293, -1.36809)
N (1.41509, 3.79676, -1.16981)
S (-1.55767, -3.53214, 3.04682)
C (-0.94281, -2.66792, 1.94432)
N (-0.41435, -2.01645, 1.05105)

Cartesian forces, eV/Å:
Pd 1.438 -0.357 -0.214
N -0.187 0.154 0.017
C -0.031 -0.250 -0.296
C -0.291 0.280 0.208
C 0.230 -0.303 0.008
C -0.309 -0.252 -0.222
C 0.223 0.327 0.165
C 0.136 -0.219 -0.030
P 0.057 0.039 0.027
C -0.081 0.133 0.043
C 0.003 0.001 -0.018
C -0.002 -0.004 -0.011
C -0.021 0.005 0.012
C 0.015 -0.003 -0.007
C -0.008 -0.031 0.017
C -0.181 -0.065 -0.042
C -0.315 0.091 -0.043
C -0.293 0.180 -0.017
C -0.053 -0.109 0.015
C -0.062 0.037 0.045
C -0.026 0.034 -0.067
H -0.004 0.029 0.027
H 0.027 -0.011 -0.004
H -0.068 -0.056 0.094
H 0.054 0.029 -0.081
H 0.013 0.051 -0.095
H 0.004 -0.072 0.105
H 0.007 0.003 -0.007
H 0.001 -0.004 -0.001
H 0.006 0.008 0.000
H -0.002 -0.009 0.001
H 0.007 0.003 0.001
H 0.156 0.015 0.043
H 0.099 0.033 0.002
H 0.003 0.006 0.001
H 0.008 0.006 0.006
H 0.032 0.010 0.011
N 0.058 0.835 0.497
C -1.155 -0.562 0.069
N 0.284 0.046 -0.431
C 0.222 0.105 0.151
N -0.069 -0.048 0.030
S 0.028 0.015 -0.007
C -0.094 -0.005 0.009
N 0.146 -0.112 -0.012

Results
Total charge   +2
E   -1950.3622 a.u.
Energy above the lowest of the compared OMol25 structures with the same formula, charge and spin   41.7 kcal per mole
Frontier orbital gap   7.223 eV
HOMO level   -14.9714 eV